[1]
DFT (the ωB97M-V functional and the def2-TZVPD basis) results for one molecule with the formula C3H4N2O.

```
! RIJCOSX wB97M-V def2-TZVPD def2/J DEFGRID3
* xyz 0 1
N 1.75489 -0.09880 -0.05888
C 0.54181 0.44616 0.16147
C -0.34270 1.37528 0.28929
N -0.76043 -0.05819 0.59551
C -1.41831 -0.82520 -0.37218
O -0.84233 -1.47937 -1.21401
H 1.74853 -1.09583 -0.21228
H 2.54432 0.26727 0.45053
H -0.71464 2.34027 0.58418
H -2.51113 -0.87158 -0.22362
*
```

* energy relative to the best compared isomer or geometry (same formula, charge and spin): 372.3 kJ/mol
* HOMO-LUMO gap: 9.132 eV
* SMILES: NC1=CN1C=O
* LUMO: 0.9 eV


[2]
DFT (the ωB97M-V functional and the def2-TZVPD basis) results for a 2-piece molecular cluster, C3H4N2O overall.

```
! RIJCOSX wB97M-V def2-TZVPD def2/J DEFGRID3
* xyz 0 1
N -0.88183 0.40213 0.36378
O -0.67909 1.49773 -0.49013
C -1.51504 -0.78919 -0.10466
N -2.26381 -1.52923 -0.58765
H 0.03767 1.21431 -1.09134
H -0.94938 0.66631 1.34458
C 1.00763 -0.60269 0.26964
C 2.00710 0.08160 0.14589
H 2.95804 0.54701 0.14933
H 0.27872 -1.48797 0.00057
*
```

* energy relative to the best compared isomer or geometry (same formula, charge and spin): 680.5 kJ/mol
* HOMO-LUMO gap: 9.770 eV
* SMILES: N#CNO.C#C
* LUMO: 0.6 eV